(1)
{"formula": "C10H40N16O10", "method": "wB97M-V/def2-TZVPD", "species": ["N", "C", "N", "O", "H", "H", "H", "H", "N", "C", "N", "O", "H", "H", "H", "H", "N", "C", "N", "O", "H", "H", "H", "H", "N", "C", "N", "O", "H", "H", "H", "H", "N", "C", "N", "O", "H", "H", "H", "H", "N", "C", "N", "O", "H", "H", "H", "H", "N", "C", "N", "O", "H", "H", "H", "H", "N", "C", "N", "O", "H", "H", "H", "H", "C", "O", "H", "H", "H", "H", "C", "O", "H", "H", "H", "H"], "xyz": [[2.786987, -0.430849, -3.962185], [2.452064, -0.738732, -2.688169], [2.874816, -1.888395, -2.162892], [1.728860, 0.034357, -2.061059], [3.124033, -1.169209, -4.560191], [2.274075, 0.309481, -4.419450], [2.869784, -2.044959, -1.159735], [3.478137, -2.487348, -2.709424], [-0.905427, -4.111865, 0.617702], [-0.706940, -4.667591, -0.616893], [0.236039, -4.032034, -1.463857], [-1.412104, -5.541091, -1.045439], [-0.102946, -3.604997, 0.995636], [-1.303142, -4.766878, 1.290816], [1.140314, -3.986019, -0.978796], [0.361832, -4.612525, -2.295661], [-0.177993, 1.214708, -3.952231], [-0.351610, 1.722623, -5.208803], [-1.129099, 2.809780, -5.423505], [0.125119, 1.112975, -6.149974], [0.175837, 0.270473, -3.881688], [-0.632405, 1.634362, -3.165758], [-1.625762, 3.260280, -4.676660], [-1.091263, 3.208643, -6.350193], [1.952043, -4.820168, 1.950422], [2.198149, -3.483128, 1.589172], [2.458435, -2.565715, 2.530346], [2.527871, -3.355756, 0.419497], [1.829498, -5.439405, 1.154112], [1.490128, -5.092237, 2.811300], [2.027910, -2.430640, 3.434121], [2.678503, -1.737170, 1.985018], [3.048389, -0.057883, 1.229510], [2.762508, 0.924233, 2.253125], [1.774801, 1.783388, 1.961274], [3.315602, 0.914002, 3.283140], [4.032726, -0.319923, 1.261258], [2.775578, 0.274519, 0.317760], [1.495574, 2.482670, 2.643683], [1.147019, 1.501079, 1.222369], [-2.274459, -1.803033, 3.271924], [-1.307650, -2.656196, 3.709480], [-0.253307, -2.180425, 4.485469], [-1.356851, -3.818808, 3.390647], [-2.908261, -2.245110, 2.619623], [-2.320945, -0.813808, 3.468035], [0.083172, -2.918413, 5.107182], [-0.231396, -1.232867, 4.857385], [-3.336946, 1.080533, 2.639168], [-3.467538, 2.448736, 2.407912], [-2.966149, 3.312563, 3.331030], [-3.873733, 2.760282, 1.342231], [-3.534969, 0.465045, 1.844728], [-3.195137, 0.693046, 3.561692], [-2.995340, 3.052876, 4.300222], [-3.074868, 4.293428, 3.080888], [-3.815579, 3.927482, -1.511110], [-2.593999, 3.453559, -1.742286], [-1.933167, 2.628326, -0.880699], [-2.020404, 3.761028, -2.762380], [-4.280301, 3.725203, -0.638987], [-4.194692, 4.534918, -2.227664], [-1.030875, 2.196489, -1.061253], [-2.379031, 2.404920, -0.008662], [1.340281, 3.796025, -0.813598], [2.505809, 4.549211, -1.122145], [1.178836, 3.876611, 0.259348], [0.479130, 4.125773, -1.407265], [1.511602, 2.756034, -1.101748], [2.562737, 4.477640, -2.070663], [-0.578464, -0.330398, 0.125502], [0.135240, 0.861175, -0.197678], [-1.106564, -0.135078, 1.072106], [-1.312976, -0.519396, -0.668303], [0.064252, -1.217088, 0.227769], [0.778587, 0.616679, -0.905600]], "forces_ev_per_angstrom": [[0.4, -0.5, -0.6], [-0.8, 0.6, -0.2], [1.0, -1.0, -0.1], [0.1, 0.5, 0.7], [0.0, 0.2, -0.1], [0.0, 0.0, 0.1], [-0.4, 0.0, -0.1], [-0.1, 0.1, 0.2], [0.8, 0.1, 0.7], [0.0, 0.8, -1.3], [0.7, -0.7, 0.9], [-0.7, -1.1, -0.1], [-0.6, -0.2, -0.1], [0.1, 0.5, -0.3], [-0.2, 0.6, -0.2], [-0.3, 0.3, 0.3], [-0.2, 0.6, 0.2], [-0.6, -0.9, -0.4], [0.1, 0.3, 0.3], [1.0, -0.3, -0.9], [-0.3, 0.4, 0.0], [-0.1, 0.1, 0.2], [0.0, 0.3, 0.3], [-0.1, -0.2, 0.3], [-0.6, 0.7, 0.4], [1.4, -3.9, 1.2], [-0.3, 0.7, -0.6], [-0.2, 1.4, -1.4], [-0.1, 0.3, 0.4], [0.1, 0.3, -0.3], [-0.2, -0.5, -0.3], [0.0, 0.8, 0.7], [0.0, 1.1, 0.6], [-1.2, -0.8, -2.8], [-0.7, 0.4, -0.5], [2.5, -0.3, 3.6], [-0.3, 0.2, 0.0], [0.0, -0.1, -0.4], [0.2, -0.6, -0.2], [-0.4, 0.4, -0.3], [0.1, 0.3, 0.1], [0.2, 0.7, 0.2], [-0.2, -0.1, 0.3], [0.2, -1.1, 0.1], [0.0, 0.4, 0.1], [0.3, -0.6, -0.2], [-0.1, 0.6, -0.3], [-0.2, -0.5, -0.1], [0.1, 0.0, 0.6], [1.2, -2.3, 1.5], [-0.2, 0.3, 0.1], [-1.2, 1.7, -2.9], [-0.1, 0.6, 0.8], [-0.2, 0.3, -0.3], [0.1, 0.2, 0.1], [-0.1, -0.5, 0.3], [-1.2, 0.0, 1.0], [1.7, -0.9, 0.1], [-1.2, 0.0, 0.9], [1.0, 0.6, -2.4], [-0.2, 0.2, -0.2], [0.1, -0.3, 0.5], [-0.4, 0.4, -0.1], [0.0, -0.1, 0.1], [0.1, -0.2, -0.4], [-0.2, 0.1, 0.2], [-0.2, 0.0, -0.1], [-0.1, 0.2, 0.4], [-0.1, -0.2, 0.3], [0.4, 0.2, -0.5], [-0.4, 0.2, -0.1], [0.4, -0.4, 0.1], [0.2, -0.2, -0.3], [0.0, -0.2, 0.2], [0.0, 0.3, 0.0], [-0.2, 0.0, 0.1]], "relative_energy_kcal_mol": 21.2, "smiles": "NC(N)=O.NC(N)=O.NC(N)=O.NC(N)=O.NC(N)=O.NC(N)=O.NC(N)=O.NC(N)=O.CO.CO", "e_homo_ev": -9.161, "max_force_ev_per_a": 4.4, "homo_lumo_gap_ev": 8.739}

(2)
{"formula": "C10H40N18O10", "method": "wB97M-V/def2-TZVPD", "species": ["N", "C", "N", "O", "H", "H", "H", "H", "N", "C", "N", "O", "H", "H", "H", "H", "N", "C", "N", "O", "H", "H", "H", "H", "N", "C", "N", "O", "H", "H", "H", "H", "N", "C", "N", "O", "H", "H", "H", "H", "N", "C", "N", "O", "H", "H", "H", "H", "N", "C", "N", "O", "H", "H", "H", "H", "N", "C", "N", "O", "H", "H", "H", "H", "N", "C", "N", "O", "H", "H", "H", "H", "C", "O", "H", "H", "H", "H"], "xyz": [[-6.365556, 2.424404, -5.010202], [-6.086541, 2.157030, -3.779935], [-5.874757, 0.886022, -3.582798], [-6.200458, 2.894473, -2.873818], [-6.421037, 1.708955, -5.720946], [-6.604380, 3.389042, -5.190577], [-5.617901, 0.748100, -2.615794], [-5.573429, 0.216316, -4.276192], [-5.088372, 4.760154, 1.583383], [-4.020467, 4.522151, 2.344034], [-3.862156, 5.557930, 3.172766], [-3.329303, 3.437425, 2.333237], [-5.341459, 4.080249, 0.880692], [-5.522649, 5.647809, 1.792123], [-4.279209, 6.476500, 3.123794], [-3.142811, 5.505268, 3.879779], [0.959695, 3.551999, 0.687130], [1.930192, 4.304730, 1.087439], [1.668662, 5.031714, 2.135393], [3.040270, 4.400126, 0.599422], [1.335175, 2.759509, 0.186045], [0.171795, 3.316836, 1.273642], [2.473151, 5.549760, 2.458688], [0.988737, 4.599799, 2.744703], [3.932181, 0.009004, 0.395629], [5.086775, 0.532433, 0.267459], [5.191431, 0.886682, -0.914087], [5.947589, 0.800670, 1.129342], [3.355423, -0.363840, -0.344933], [3.697453, -0.157653, 1.363737], [5.951441, 1.373992, -1.366878], [4.240901, 0.784905, -1.240019], [2.633138, -4.777662, 3.217808], [2.294642, -4.115653, 4.250647], [2.270513, -4.965506, 5.196258], [1.872588, -3.009475, 4.234691], [2.978356, -5.707241, 3.409685], [2.782016, -4.265228, 2.360289], [2.626142, -5.910470, 5.221865], [1.849701, -4.650648, 6.058735], [0.101711, 1.553161, -4.672239], [1.297158, 1.674698, -4.236998], [2.146931, 2.271052, -5.014862], [1.646736, 1.229006, -3.177991], [-0.109245, 1.958423, -5.572996], [-0.530872, 1.340608, -3.914111], [3.103876, 2.324330, -4.696242], [1.837914, 2.827155, -5.799311], [2.095708, -3.580598, -4.186390], [1.600976, -4.389166, -5.014195], [2.468750, -5.268479, -5.373358], [0.423849, -4.193041, -5.401326], [2.915381, -3.901147, -3.690924], [1.493092, -2.891647, -3.759412], [3.346159, -5.365265, -4.882546], [1.935397, -6.022048, -5.782933], [-4.477414, -5.479665, -0.621770], [-3.461034, -5.144239, -1.381698], [-3.385768, -3.841294, -1.497223], [-2.582263, -5.910366, -1.817614], [-4.803667, -4.732686, -0.025377], [-4.763151, -6.446318, -0.558266], [-2.578091, -3.645521, -2.071188], [-3.893193, -3.121869, -1.002196], [2.550261, 1.199761, 6.919262], [3.384888, 1.662053, 6.048048], [3.284913, 0.844836, 4.998400], [4.102849, 2.698716, 6.094652], [1.848564, 0.484671, 6.791345], [2.563698, 1.865118, 7.679011], [2.592549, 0.113657, 4.920246], [3.843387, 1.200794, 4.235837], [-0.696183, -1.139859, 1.131685], [-1.432959, -0.360012, 0.225855], [-1.371869, -1.783761, 1.694666], [0.003057, -1.681065, 0.494308], [-0.142998, -0.541933, 1.855952], [-2.306580, -0.198672, 0.589662]], "forces_ev_per_angstrom": [[-0.7, 2.2, -4.4], [-0.8, -1.4, -0.5], [1.4, -4.2, 1.8], [0.1, 3.7, 3.5], [0.0, 0.5, 0.1], [0.0, -0.4, -0.4], [0.1, -0.7, -0.2], [0.0, 0.3, 0.2], [-0.5, -0.4, -1.0], [1.5, -3.6, -0.2], [2.0, 1.2, 2.6], [-1.9, 3.5, 0.2], [-0.3, 0.5, 0.0], [-0.6, -0.6, -0.9], [-0.1, -0.5, -0.4], [0.0, -0.2, -0.3], [-2.5, -3.7, -2.1], [3.5, 1.4, 0.0], [-1.4, 2.0, 3.0], [0.8, -0.6, -1.6], [-0.5, 0.0, -0.4], [0.1, 0.3, -0.1], [-0.4, -0.2, 0.5], [0.3, 0.8, 0.6], [-5.5, -3.5, 4.4], [5.7, 1.9, 5.5], [0.6, 2.0, -8.4], [-1.1, -1.1, 0.3], [0.2, 0.0, 0.4], [-0.5, -0.4, -0.3], [-0.4, -0.1, 0.4], [1.0, 1.3, -2.3], [2.4, -2.0, -6.2], [-1.1, 0.6, -1.1], [-0.9, -2.6, 8.1], [-0.9, 4.0, 0.7], [0.2, 0.4, -1.3], [0.2, -0.6, 0.0], [-0.1, 0.5, -0.3], [0.2, -0.2, 0.0], [-4.2, -0.3, -1.4], [2.1, -0.5, 1.7], [2.8, 2.0, -2.8], [0.8, -1.2, 2.9], [-0.8, -0.2, 0.5], [-0.6, 0.0, -0.7], [-0.3, 0.2, -0.2], [0.4, -0.1, 0.2], [2.7, 4.6, 5.2], [-5.7, 1.6, -1.8], [0.9, -4.1, -2.6], [1.3, -1.5, -0.5], [-0.2, 0.8, 0.3], [0.3, -0.1, -0.1], [-0.4, -0.5, -0.4], [1.1, -0.7, -0.2], [-2.3, -1.4, 1.4], [2.5, -2.4, 0.0], [1.8, 3.0, -1.7], [-1.5, 0.7, -0.1], [-0.6, -0.9, 0.0], [0.1, 0.4, 0.4], [-0.1, 1.0, 0.3], [0.1, -0.4, -0.3], [-1.6, 1.2, 5.3], [1.8, 1.7, -2.8], [1.8, 0.2, -3.0], [-1.6, -2.4, 0.4], [0.4, 0.4, 0.1], [-1.0, -0.7, 0.7], [0.5, 0.2, -0.3], [-0.3, -0.8, -0.5], [0.0, -0.1, 0.0], [-0.6, 0.6, -0.4], [0.3, -0.4, 0.0], [0.1, -0.4, 0.5], [0.1, 0.2, 0.0], [0.1, 0.2, 0.0]], "relative_energy_kcal_mol": 223.6, "smiles": "NC(N)=O.NC(N)=O.NC(N)=O.NC(N)=O.NC(N)=O.NC(N)=O.NC(N)=O.NC(N)=O.NC(N)=O.CO", "e_homo_ev": -8.910, "max_force_ev_per_a": 8.7, "homo_lumo_gap_ev": 8.942}